[1]
86
Properties=species:S:1:pos:R:3:forces:R:3:lowdin_spin:R:1 method="wB97M-V/def2-TZVPD" multiplicity=5 charge=0 e_above_lowest_kcal_mol=8.7 s2=6.02
Rh -0.183026 -0.204156 -1.273957 0.3 0.6 -0.4 2.316
C 0.779816 -2.252217 1.362608 0.1 -0.2 0.0 0.021
N -0.398493 -1.815991 2.061907 0.1 0.3 -0.2 0.003
C -1.654353 -2.013693 1.397047 -0.3 -0.1 0.0 0.021
P -2.109020 -0.823694 0.027147 -0.3 -0.2 0.2 0.093
C -3.418549 -1.705003 -0.857424 0.0 -0.1 0.0 0.022
C -4.335224 -2.532116 -0.201412 0.1 0.1 -0.1 0.005
C -5.321988 -3.182078 -0.922717 0.0 0.0 0.0 0.001
C -5.407358 -3.005533 -2.298010 0.0 0.0 0.0 0.001
C -4.509363 -2.173727 -2.951572 -0.1 -0.1 0.0 0.000
C -3.514922 -1.524937 -2.236342 0.0 0.0 0.0 0.006
C -2.884058 0.615593 0.791662 0.0 0.0 0.0 0.006
C -4.263124 0.818584 0.775564 0.1 0.0 0.0 0.005
C -4.795678 1.965824 1.341519 0.0 0.0 0.0 0.000
C -3.960187 2.911077 1.919949 0.0 0.0 0.0 0.004
C -2.586117 2.713072 1.933429 0.0 0.0 0.0 0.000
C -2.046377 1.572054 1.365516 0.0 0.0 -0.1 0.004
C -0.389720 -1.474363 3.428633 0.1 0.0 0.3 0.000
C 0.517635 -2.047882 4.330863 -0.2 0.1 -0.2 0.000
C 0.504845 -1.684938 5.666461 0.0 0.0 0.0 0.000
C -0.419865 -0.767997 6.144111 0.0 0.0 0.0 0.000
C -1.335742 -0.215891 5.262382 0.0 0.0 0.0 0.000
C -1.320374 -0.554560 3.919011 0.0 -0.1 0.0 0.000
P 1.608210 -1.088753 0.134628 -0.1 -0.5 0.2 0.104
C 2.564070 -2.317937 -0.790859 0.1 0.0 0.0 0.015
C 2.105218 -2.741635 -2.036092 0.1 0.0 0.1 0.011
C 2.773723 -3.742551 -2.723560 0.1 0.0 0.0 0.001
C 3.911358 -4.318050 -2.175021 0.0 0.0 0.0 0.001
C 4.378366 -3.895828 -0.936640 0.0 0.0 -0.1 0.001
C 3.708986 -2.900647 -0.245745 -0.1 0.0 0.0 0.004
C 2.826292 -0.146002 1.067440 -0.1 0.0 0.1 0.015
C 3.983636 0.281245 0.420265 0.0 0.0 0.0 0.009
C 4.904949 1.056916 1.101170 0.0 0.0 0.0 -0.001
C 4.676209 1.414647 2.423087 0.0 0.0 0.0 0.010
C 3.519796 0.999150 3.066174 0.0 0.0 0.0 -0.001
C 2.591623 0.222971 2.390076 0.0 0.0 -0.1 0.010
H 0.544796 -3.136986 0.757628 0.0 0.0 0.0 0.000
H 1.557764 -2.554558 2.058705 0.1 0.0 0.1 0.003
H -2.453239 -1.983167 2.137827 0.0 0.0 0.0 0.004
H -1.681969 -3.006453 0.925973 0.0 0.0 0.0 0.001
H -4.291585 -2.665402 0.872116 0.0 0.0 0.0 0.000
H -6.028427 -3.822707 -0.411544 0.0 0.0 0.0 0.000
H -6.180027 -3.514919 -2.858759 0.0 0.0 0.0 0.000
H -4.580194 -2.026646 -4.020868 0.0 0.0 0.0 0.000
H -2.828001 -0.858652 -2.746875 0.0 0.0 0.0 0.002
H -4.920142 0.097477 0.307874 0.0 0.0 0.0 0.000
H -5.865203 2.127490 1.315973 0.0 0.0 0.0 0.000
H -4.379580 3.814456 2.343027 0.0 0.0 0.0 0.000
H -1.925851 3.458481 2.356059 0.0 0.0 0.0 0.000
H -0.968113 1.453895 1.344347 -0.1 0.0 0.0 0.001
H 1.228416 -2.790132 4.000533 0.1 0.0 0.0 0.000
H 1.218042 -2.138666 6.342409 0.0 0.0 0.0 0.000
H -0.426276 -0.489532 7.188984 0.0 0.0 0.0 0.000
H -2.063086 0.504797 5.612646 0.0 0.0 0.0 0.000
H -2.020448 -0.075811 3.245079 0.1 -0.1 0.1 0.000
H 1.247936 -2.266706 -2.499019 0.0 0.0 0.0 0.009
H 2.418533 -4.053588 -3.696832 0.0 0.0 0.0 0.000
H 4.443514 -5.087255 -2.719038 0.0 0.0 0.0 0.000
H 5.270719 -4.336495 -0.511829 0.0 0.0 0.0 0.000
H 4.087258 -2.561934 0.711918 0.0 0.0 0.0 0.000
H 4.163667 0.025564 -0.617474 0.0 0.0 0.0 0.000
H 5.795866 1.394770 0.589046 0.0 0.0 0.0 0.000
H 5.397528 2.025697 2.949773 0.0 0.0 0.0 0.001
H 3.330760 1.285478 4.092559 0.0 0.0 0.0 0.000
H 1.682841 -0.070009 2.898243 0.0 0.0 0.0 0.000
O 2.150384 2.266039 -1.121445 0.1 0.0 -0.2 0.023
S 2.289289 1.712502 -2.563273 0.1 0.3 -0.1 0.058
O 3.683004 1.624599 -2.863557 0.1 0.0 0.0 0.018
O 1.594459 0.409925 -2.563044 -0.1 -0.2 0.1 0.087
C 1.493310 2.800867 -3.618037 0.2 -0.2 0.1 0.202
C 2.286271 3.530152 -4.517167 0.1 0.0 0.0 0.030
C 1.773736 4.559948 -5.262019 0.2 -0.1 0.0 0.153
C 0.417232 4.947058 -5.086084 -0.2 0.0 0.1 0.095
C -0.381893 4.276632 -4.209008 -0.1 0.1 -0.1 0.066
C 0.103479 3.165989 -3.467738 -0.4 -0.1 0.2 0.187
S -0.995438 2.342992 -2.499716 0.1 0.3 -0.1 0.094
O -2.220011 3.055219 -2.322046 0.0 0.0 0.0 0.037
O -0.295093 2.079147 -1.086844 0.1 0.0 0.1 0.088
O -1.187376 0.910260 -2.883177 -0.1 -0.3 -0.1 0.133
H 3.329702 3.256910 -4.598333 0.0 0.0 0.0 -0.002
H 2.407894 5.091403 -5.957544 0.0 0.0 0.0 0.009
H 0.015871 5.784369 -5.640732 0.0 0.0 0.0 0.004
H -1.411952 4.571751 -4.061580 0.0 0.0 0.0 0.001
F 0.796209 4.165134 -0.678721 0.0 -0.2 0.0 0.005
B 0.923751 2.819685 -0.488264 -0.1 0.1 0.0 0.004
F 0.950478 2.439976 0.838547 0.0 0.0 0.0 0.000

[2]
11
Properties=species:S:1:pos:R:3:forces:R:3:nbo_charge:R:1 method="wB97M-V/def2-TZVPD" charge=0 e_above_lowest_kcal_mol=113.8 smiles=C#[N+][O-].C#CC
C 2.029365 -0.908574 -0.132361 -0.3 -0.7 0.4 -0.042
N 1.630475 -1.890139 0.335221 0.3 0.6 -0.3 0.198
O 1.248845 -2.928763 0.812938 0.0 0.1 -0.1 -0.422
H 2.203844 0.070847 -0.512285 0.0 -0.2 0.0 0.261
C 0.306980 1.804457 -0.491470 -0.4 -0.2 0.1 -0.312
C -0.600068 1.075943 -0.178227 0.3 0.4 -0.2 0.045
C -1.746665 0.236923 0.171676 0.0 0.0 0.0 -0.699
H 1.097728 2.463707 -0.776041 -0.1 -0.1 0.1 0.239
H -1.911271 0.219968 1.253375 0.1 0.0 -0.2 0.243
H -2.644668 0.642934 -0.303874 0.1 -0.1 0.1 0.242
H -1.614863 -0.795311 -0.168547 0.1 0.2 0.0 0.246

[3]
15
Properties=species:S:1:pos:R:3:forces:R:3:nbo_charge:R:1 method="wB97M-V/def2-TZVPD" charge=0 e_above_lowest_kcal_mol=211.6
C 1.433199 1.456133 -0.760046 1.0 -3.9 2.2 -0.650
C 0.008594 0.826914 -0.946714 0.5 -1.3 -1.8 0.323
C 0.023364 -0.968956 0.323642 5.6 -3.5 -2.4 0.051
C -1.019293 -1.560228 1.273093 -1.4 -5.7 2.2 -0.354
C -1.098037 -0.334773 0.620660 -2.4 6.9 0.0 -0.023
H 1.221926 2.468276 -0.951053 0.8 1.6 -0.4 0.210
H 2.452695 0.831851 -1.444612 -3.6 2.3 2.3 0.249
H 1.481937 1.343117 0.581906 0.7 0.5 -4.4 0.224
H -0.614745 1.177871 -1.906382 1.4 -0.7 2.3 0.190
H 0.978730 -0.571056 0.806424 -1.6 -1.2 -0.1 0.201
H -1.892529 -2.367758 1.064053 1.9 2.2 -0.2 0.224
H -0.709505 -1.908123 2.208781 1.3 0.3 1.6 0.223
H -1.749049 -0.733693 -0.056500 -2.3 1.2 -2.7 0.201
O 0.134144 -0.735884 -1.116917 0.4 1.5 1.4 -0.541
O -0.651430 1.076308 0.303665 -2.2 -0.2 0.1 -0.529

[4]
92
Properties=species:S:1:pos:R:3:forces:R:3:lowdin_spin:R:1 method="wB97M-V/def2-TZVPD" multiplicity=7 charge=+2 e_above_lowest_kcal_mol=0.0 s2=12.68
Tb 0.379448 -0.096460 -0.014077 0.2 0.4 0.9 6.119
O 1.215068 2.215245 0.825712 -0.2 0.1 -0.2 -0.012
C 0.610028 3.265498 0.032969 0.2 0.1 0.0 -0.001
C 1.615545 4.260296 -0.495131 0.2 -0.2 0.0 0.000
C 2.832518 3.589283 -1.138742 -0.2 0.1 -0.1 0.000
C 2.569781 2.504030 -2.156610 0.1 0.0 0.1 0.000
C 3.105384 2.734481 -3.508642 0.0 0.1 0.1 0.000
C 3.440571 1.707668 -4.282382 0.0 -0.1 -0.1 0.000
C 3.193690 0.309978 -3.837566 0.0 0.0 0.0 0.000
C 2.157256 0.260302 -2.689746 0.1 0.0 -0.3 -0.001
N 2.039960 1.392199 -1.788334 -0.1 -0.2 0.0 -0.008
H 1.620984 2.612500 1.599496 0.1 -0.1 0.2 0.000
H -0.155170 3.770153 0.614551 -0.1 0.0 0.1 0.000
H 0.121625 2.766979 -0.795200 -0.1 -0.1 0.0 0.000
H 1.974413 4.901062 0.313736 0.0 0.1 0.0 0.000
H 1.101481 4.901641 -1.213537 0.0 0.0 0.0 0.000
H 3.424180 3.122574 -0.352721 0.1 0.0 0.0 0.000
H 3.452552 4.355138 -1.598885 0.1 0.0 0.0 0.000
H 3.294452 3.759209 -3.804182 0.0 0.0 0.0 0.000
H 3.920184 1.855020 -5.245867 0.0 0.0 0.1 0.000
H 4.135664 -0.219592 -3.669484 0.0 0.0 0.0 0.000
H 3.039898 -0.516361 -1.064905 0.2 0.0 0.0 0.000
S -1.775063 -1.582992 0.632356 0.2 -0.2 -0.4 -0.020
C -2.515182 -0.951854 -0.832952 -0.6 0.0 0.7 -0.001
N -3.765784 -0.616938 -0.788673 0.3 0.0 -0.1 -0.001
N -4.451264 -0.051213 -1.781324 0.0 -0.1 -0.2 0.000
C -4.073034 0.399725 -3.086480 0.1 -0.1 0.1 0.000
C -4.724083 -0.127171 -4.190638 0.0 -0.1 0.0 0.000
C -4.456650 0.372588 -5.461805 0.0 0.0 0.1 0.000
C -3.534775 1.393161 -5.626113 0.0 0.0 -0.1 0.000
C -2.888821 1.922809 -4.513492 0.1 0.0 0.0 0.000
C -3.159037 1.438015 -3.246379 0.0 0.0 0.0 0.000
N -1.850153 -0.944791 -2.048921 -0.4 0.1 -0.7 0.002
N -0.620352 -0.785834 -2.122732 -0.5 -0.3 0.1 -0.018
C -0.098582 -0.944994 -3.467754 0.3 0.2 -0.3 -0.001
C -0.046456 -2.361578 -4.011224 0.1 0.0 0.1 0.000
C 0.973291 -2.580840 -5.131862 0.1 0.0 0.0 0.000
C 0.362970 -1.862481 -6.316939 0.1 -0.1 0.0 0.000
C -0.720515 -1.178281 -5.972947 -0.1 0.0 0.0 0.000
C -1.076012 -1.410148 -4.540568 0.0 0.2 0.0 0.000
H -5.438138 -0.167393 -1.631496 -0.1 0.1 0.0 0.000
H -5.444281 -0.926201 -4.053985 0.0 0.0 0.0 0.000
H -4.975798 -0.042890 -6.315918 0.0 0.0 0.0 0.000
H -3.332609 1.788373 -6.614548 0.0 0.0 0.1 0.000
H -2.184528 2.737789 -4.637800 0.0 0.0 0.0 0.000
H -2.677232 1.874821 -2.379326 0.0 0.0 0.0 0.000
H -0.287291 -3.165656 -3.325745 -0.1 0.0 0.0 0.000
H 1.113328 -3.646284 -5.328364 0.0 0.0 0.0 0.000
H 0.834266 -1.873953 -7.294582 -0.1 0.0 0.1 0.000
H -1.321802 -0.557993 -6.625820 0.1 0.0 0.0 0.000
H -2.116304 -1.455543 -4.255996 0.0 0.0 0.0 0.000
N 0.284660 -1.968998 4.035580 0.0 0.0 0.1 0.000
C 0.133271 -0.707569 4.565915 -0.1 0.0 0.0 0.000
C 0.445063 0.147284 3.559632 0.1 0.1 -0.1 0.000
N 0.797740 -0.565729 2.433619 0.0 0.1 -0.2 -0.014
C 0.686162 -1.841881 2.757535 0.0 0.1 0.2 -0.001
C 0.883289 -2.890024 1.778128 0.1 -0.2 -0.1 0.000
N 1.156435 -2.603359 0.521837 0.1 0.4 0.1 -0.011
C 1.135815 -3.797653 -0.151697 0.0 0.0 -0.1 0.000
C 0.861683 -4.810731 0.713741 0.0 0.0 0.0 0.000
N 0.705060 -4.216458 1.939622 -0.1 -0.1 0.0 0.000
H 0.100436 -2.824822 4.531150 0.0 0.0 0.0 0.000
H -0.177531 -0.535104 5.583294 0.1 -0.1 -0.1 0.000
H 0.461509 1.224394 3.578730 0.0 -0.1 0.0 0.000
H 1.320067 -3.858623 -1.211025 -0.1 0.0 0.1 0.000
H 0.763575 -5.873192 0.566751 0.0 0.1 0.0 0.000
H 0.472429 -4.705282 2.787030 0.0 0.0 0.0 0.000
C -2.014579 3.228798 2.616818 0.0 0.0 0.0 0.000
P -2.585409 2.017300 1.405320 0.0 0.0 0.1 0.000
C -3.530016 0.805116 2.317930 0.0 0.1 0.0 0.000
C -3.705846 2.920106 0.336686 0.1 -0.1 0.0 0.000
O -1.428330 1.439609 0.616007 0.5 -0.2 -0.3 -0.016
H -2.780791 3.395817 3.376323 0.0 0.0 0.0 0.000
H -1.810190 4.180349 2.125595 0.1 0.0 0.0 0.000
H -1.109138 2.865554 3.103269 0.0 0.0 0.0 0.000
H -4.350368 1.299678 2.843645 0.0 0.0 0.0 0.000
H -2.878856 0.306768 3.035861 0.0 0.0 0.0 0.000
H -3.913926 0.065922 1.617646 0.0 -0.1 0.0 0.000
H -4.421156 3.501094 0.922571 0.0 -0.1 0.0 0.000
H -4.237733 2.222979 -0.310324 0.0 0.0 0.0 0.000
H -3.108047 3.595695 -0.278759 -0.1 0.0 0.0 0.000
C 2.343616 -1.944866 -4.763926 -0.2 0.0 0.1 0.000
C 2.167033 -0.430310 -4.723673 0.0 0.0 0.0 0.000
C 1.039821 0.009422 -3.751723 -0.1 -0.1 0.1 0.000
N 2.368558 -0.850542 -1.751562 -0.2 0.1 0.0 -0.010
C 2.858941 -2.091789 -2.252782 0.0 -0.2 0.1 0.000
C 2.854262 -2.564819 -3.493129 0.0 0.0 -0.2 -0.001
H 3.050069 -2.187195 -5.560396 0.1 0.0 0.0 0.000
H 2.067918 -0.037127 -5.732451 0.0 0.0 0.0 0.000
H 0.634992 0.978165 -4.055723 0.1 0.1 0.0 0.000
H 3.285510 -2.700190 -1.464354 0.0 0.0 0.0 0.000
H 3.264775 -3.563686 -3.614633 0.0 0.1 0.1 0.000